[1]
Molecular formula: C45H52BClN8O3PS
Method: DFT, ωB97M-V/def2-TZVPD

Computed properties:
**LUMO energy**: 2.110 eV
**Highest occupied orbital energy**: -4.71 eV
**Orbital gap**: 0.2504 Eh

ORCA input file:
```
! wB97M-V def2-TZVPD RIJCOSX def2/J DEFGRID3
* xyz -1 1
S -1.089 -1.274 1.455
H -1.119 3.282 -3.834
H 1.804 -9.383 4.184
H 3.482 5.985 -5.942
C -6.207 -2.037 1.307
H 3.469 2.244 0.385
H -2.045 0.773 -2.389
C -1.411 -5.331 6.030
H -3.541 2.559 -3.267
H 3.150 -5.647 1.358
H -7.092 -1.392 -5.451
H 0.925 7.326 2.280
C 2.895 -6.500 1.972
N -2.413 4.232 -5.117
C -4.641 -3.343 2.534
N 3.285 4.168 -5.006
C 3.755 -7.577 2.108
H -5.609 0.412 -4.556
C -6.985 -2.531 -3.630
C -2.076 2.671 0.234
C -1.350 -4.421 3.475
H -6.454 -1.166 0.713
C -3.463 3.679 -1.427
C 5.807 3.542 -6.003
C -0.158 5.373 -6.293
H -4.729 0.186 -2.242
O 1.029 0.422 2.219
C -5.376 -0.576 -2.664
H 1.878 3.005 1.729
C -2.922 3.705 -0.152
H 4.133 4.889 1.504
H 0.993 -5.698 2.569
C -0.030 4.509 -5.219
H -4.104 4.479 -1.776
C 3.858 2.993 -4.750
H -1.684 -6.447 2.858
C -2.313 1.623 -1.769
H 0.820 -1.612 3.205
C 2.392 0.472 1.915
N 2.474 6.067 1.804
H 2.131 8.487 4.111
H -1.719 -7.295 5.207
C 5.105 -1.439 2.528
H -3.646 -3.505 2.924
C 2.496 -0.492 0.722
N -5.652 -1.608 -1.871
C -4.913 -2.217 1.778
N -1.184 -3.538 4.456
H -1.577 6.332 -7.606
C -6.689 -1.452 -4.448
H 4.390 -1.613 3.333
H 4.470 7.776 4.642
H 0.718 5.814 -6.751
C -2.517 5.069 -6.148
C 3.967 5.032 -5.754
H -1.317 -4.016 2.467
H 2.022 0.000 -0.145
C -3.157 2.611 -2.257
Cl 3.938 -1.410 -1.410
H -1.416 -5.645 7.065
C -5.868 -0.450 -3.955
C -1.214 -3.995 5.704
H 5.281 -0.360 2.502
C -6.918 -3.982 2.249
H 6.042 -1.936 2.779
C -5.665 -4.248 2.776
H -6.658 -3.383 -1.677
N 1.300 -7.544 3.424
H 5.477 5.919 3.300
C -6.444 -2.561 -2.353
C 5.224 4.770 -6.276
H -1.069 -3.253 6.483
P 3.008 2.169 1.723
O 4.077 2.574 2.685
C 1.943 7.048 2.531
H -3.525 5.273 -6.494
C 3.913 7.300 3.844
H -0.921 -0.771 0.227
H -7.624 -3.335 -3.971
H 3.788 -2.716 1.377
H 5.731 5.511 -6.878
N -1.767 1.650 -0.557
C -1.585 -6.241 5.000
H 0.942 4.257 -4.815
H 5.526 1.666 -4.978
N -7.203 -2.897 1.527
H -1.618 2.656 1.218
O 1.740 -1.571 1.158
H 3.286 2.308 -4.134
C 3.371 -8.637 2.916
C 3.719 5.697 2.094
H 6.789 3.299 -6.389
C -1.185 3.964 -4.674
C 5.111 2.634 -5.223
B 0.703 -1.046 2.138
H 5.357 -2.437 0.622
H -7.742 -4.670 2.415
C 1.685 -6.528 2.652
H 4.011 -9.498 3.055
H -4.133 -1.501 1.559
H 4.552 0.020 0.346
H 4.709 -7.589 1.596
C 4.477 6.279 3.101
C 2.616 7.697 3.554
C 2.138 -8.570 3.547
C -1.566 -5.774 3.697
H 2.982 0.058 2.750
H -3.136 4.516 0.532
H -5.494 -5.142 3.361
C 4.552 -1.963 1.186
C -1.428 5.662 -6.770
C 3.925 -0.875 0.325
*
```

[2]
Molecular formula: C4H9N
Method: DFT, ωB97M-V/def2-TZVPD

Computed properties:
**Energy above the lowest of the compared OMol25 structures with the same formula, charge and spin**: 2.767 eV
**SMILES**: C[C@H]1N[C@@H]1C
**LUMO energy**: 1.201 eV
**Highest occupied orbital energy**: -8.58 eV
**Orbital gap**: 0.3593 Eh

ORCA input file:
```
! wB97M-V def2-TZVPD RIJCOSX def2/J DEFGRID3
* xyz 0 1
C 0.669 -0.199 0.388
H -2.250 -1.298 0.564
N -0.134 0.960 0.092
C -0.601 -0.187 -0.364
C 2.117 -0.287 -0.074
H 2.156 0.047 -1.083
H 0.581 -0.409 1.582
H -2.791 -0.386 -0.772
H 2.708 0.404 0.528
H 2.456 -1.262 -0.364
H -2.406 0.439 0.725
C -2.052 -0.302 0.047
H -0.356 -0.219 -1.382
H 0.046 1.813 -0.422
*
```

[3]
Molecular formula: C16H18F5NO3
Method: DFT, ωB97M-V/def2-TZVPD

Computed properties:
**Energy above the lowest of the compared OMol25 structures with the same formula, charge and spin**: 0.000 eV
**SMILES**: Cc1ccccc1NC(=O)CCC(=O)OCCCC(F)(F)C(F)(F)F
**LUMO energy**: 0.508 eV
**Highest occupied orbital energy**: -8.68 eV
**Orbital gap**: 0.3376 Eh

ORCA input file:
```
! wB97M-V def2-TZVPD RIJCOSX def2/J DEFGRID3
* xyz 0 1
H 2.570 2.925 -1.906
C 4.232 -3.130 0.616
H 6.848 -0.174 0.367
H 1.498 -1.341 -0.224
H 0.583 4.385 -1.450
C 5.879 0.241 0.104
H 4.532 -4.130 0.891
H -1.215 0.205 -0.084
C -1.991 1.217 1.658
O -1.488 2.716 -0.220
N 3.130 0.762 -0.449
F -4.161 -2.410 -0.907
C 4.825 -0.828 0.182
H -1.028 1.384 2.142
C 2.906 -2.846 0.345
F -3.817 0.283 -0.573
C 2.529 -1.564 -0.008
C -1.851 -0.025 0.774
C -2.362 2.481 0.881
H -2.321 3.339 1.562
C 1.965 2.783 -1.009
H 5.665 1.057 0.795
H -1.378 -0.821 1.351
H 3.914 1.392 -0.527
H 2.430 3.318 -0.178
F -4.052 -0.780 1.292
H 0.049 2.792 -2.032
H 6.213 -2.344 0.743
C -3.179 -0.564 0.272
C 5.177 -2.123 0.532
H 5.955 0.648 -0.906
C 3.477 -0.551 -0.089
F -2.210 -1.766 -1.542
F -2.440 -2.829 0.313
C 0.551 3.318 -1.222
C -3.003 -1.910 -0.479
O 0.851 0.702 -0.567
H -3.355 2.409 0.438
H 2.158 -3.622 0.404
O 0.170 3.342 1.158
C 1.903 1.300 -0.655
H -2.743 1.051 2.431
C -0.251 3.125 0.051
*
```

[4]
Molecular formula: C35H58GdOP2
Method: DFT, ωB97M-V/def2-TZVPD

Computed properties:
**Energy above the lowest of the compared OMol25 structures with the same formula, charge and spin**: 0.000 eV
**LUMO energy (spin up / spin down)**: -4.561 / -2.721 eV
**Highest occupied orbital energy (spin up / spin down)**: -9.66 / -9.68 eV
**Orbital gap (spin up / spin down)**: 0.1873 / 0.2558 Eh

ORCA input file:
```
! wB97M-V def2-TZVPD RIJCOSX def2/J DEFGRID3
* xyz 1 8
C -1.921 -3.679 1.187
H 3.531 -3.302 2.507
C -1.019 2.239 4.603
C 1.596 -2.577 1.928
H 2.061 3.815 0.445
C -1.514 0.215 -5.568
H -2.141 -0.289 6.685
H -1.234 -1.834 4.833
H -1.348 -2.110 -7.585
C 3.074 -2.613 1.776
C 0.977 -4.226 0.050
H 2.122 -2.484 -2.138
H 0.423 -0.216 -3.208
H 2.872 1.498 -2.491
H -1.847 3.325 6.221
H -2.418 0.545 -3.058
C 0.275 0.090 -2.159
C -0.488 4.749 0.350
H 2.253 0.453 -4.516
H -2.233 -2.795 -2.321
H -2.414 -2.695 3.829
H -2.483 -1.631 -5.226
H 1.859 -3.949 -0.533
H 0.919 -1.533 5.136
H -0.156 2.031 7.258
C -2.225 0.660 6.143
C 0.641 -3.227 1.086
C 0.764 1.380 -5.830
C -2.564 0.222 -2.016
C -1.293 -2.264 -2.525
H 0.280 0.300 7.164
C -1.596 -1.957 3.806
H -1.155 2.078 -6.477
H -2.756 -2.967 1.214
H -0.463 -2.958 -2.343
C 0.618 -1.521 -6.915
H -0.136 5.714 0.739
H 1.137 1.488 6.157
C 0.158 1.223 6.580
H -0.167 2.656 0.638
C -1.205 4.603 3.148
H -0.565 0.181 4.853
C 1.476 -1.336 4.212
C -0.647 1.103 -6.400
H -0.558 0.728 -7.426
H 0.149 -4.407 -0.641
C 1.546 3.717 1.408
H -0.789 -2.999 -6.185
H -0.118 4.632 -0.674
C -0.829 -1.986 -6.618
H 3.664 -1.669 -1.813
C 2.810 1.220 -1.426
H 1.203 -5.191 0.533
H 1.763 4.613 2.013
C -0.657 3.477 2.550
H 3.825 1.044 -1.042
C 0.893 -2.059 3.057
C 0.032 3.587 1.198
H -1.284 -1.960 -3.582
H -1.225 5.526 2.576
H 3.523 -1.622 1.933
H -2.647 1.109 -1.372
H 0.684 2.147 -5.043
C -0.658 -3.052 1.653
H -2.198 -4.535 1.824
H -3.502 -0.342 -1.939
H 2.528 -1.607 4.390
C -0.505 -2.346 2.880
C 2.645 -1.522 -2.198
H 2.701 -1.217 -3.254
H -1.840 -4.045 0.159
C 1.414 -1.062 -5.730
H 3.370 -2.950 0.777
C -1.550 3.392 5.173
P -1.185 -0.806 -1.415
H 2.047 -1.842 -5.290
H 1.954 2.842 1.935
C 1.501 0.199 -5.277
H -2.114 5.464 4.921
C -1.643 -1.113 -5.710
C -0.893 1.010 5.488
Gd 0.080 -0.584 1.240
O -0.343 1.107 2.592
H -1.584 4.743 0.308
C -0.652 2.224 3.229
H 1.473 -0.243 4.048
H -2.061 -1.002 3.500
H -2.519 1.441 6.855
H 0.080 1.171 -2.123
H 1.362 1.850 -6.629
H 0.601 -0.765 -7.710
H 2.387 2.062 -0.860
H -3.018 0.554 5.396
H 1.144 -2.392 -7.339
C -1.678 4.577 4.458
H -2.182 0.753 -4.891
P 1.807 -0.275 -1.143
*
```

Please write out number 3 again, unchanged.
Molecular formula: C16H18F5NO3
Method: DFT, ωB97M-V/def2-TZVPD

Computed properties:
**Energy above the lowest of the compared OMol25 structures with the same formula, charge and spin**: 0.000 eV
**SMILES**: Cc1ccccc1NC(=O)CCC(=O)OCCCC(F)(F)C(F)(F)F
**LUMO energy**: 0.508 eV
**Highest occupied orbital energy**: -8.68 eV
**Orbital gap**: 0.3376 Eh

ORCA input file:
```
! wB97M-V def2-TZVPD RIJCOSX def2/J DEFGRID3
* xyz 0 1
H 2.570 2.925 -1.906
C 4.232 -3.130 0.616
H 6.848 -0.174 0.367
H 1.498 -1.341 -0.224
H 0.583 4.385 -1.450
C 5.879 0.241 0.104
H 4.532 -4.130 0.891
H -1.215 0.205 -0.084
C -1.991 1.217 1.658
O -1.488 2.716 -0.220
N 3.130 0.762 -0.449
F -4.161 -2.410 -0.907
C 4.825 -0.828 0.182
H -1.028 1.384 2.142
C 2.906 -2.846 0.345
F -3.817 0.283 -0.573
C 2.529 -1.564 -0.008
C -1.851 -0.025 0.774
C -2.362 2.481 0.881
H -2.321 3.339 1.562
C 1.965 2.783 -1.009
H 5.665 1.057 0.795
H -1.378 -0.821 1.351
H 3.914 1.392 -0.527
H 2.430 3.318 -0.178
F -4.052 -0.780 1.292
H 0.049 2.792 -2.032
H 6.213 -2.344 0.743
C -3.179 -0.564 0.272
C 5.177 -2.123 0.532
H 5.955 0.648 -0.906
C 3.477 -0.551 -0.089
F -2.210 -1.766 -1.542
F -2.440 -2.829 0.313
C 0.551 3.318 -1.222
C -3.003 -1.910 -0.479
O 0.851 0.702 -0.567
H -3.355 2.409 0.438
H 2.158 -3.622 0.404
O 0.170 3.342 1.158
C 1.903 1.300 -0.655
H -2.743 1.051 2.431
C -0.251 3.125 0.051
*
```